Entry 1:
The following is a quantum chemistry calculation of the ion C4H7N2 with charge +1 in a non-equilibrium geometry, from OMol25.

Atoms and positions in Å:
C  0.58  0.74  -0.01
C  -0.74  0.18  0.66
C  -1.77  -0.09  -0.34
C  1.84  0.13  0.02
N  -1.19  -1.12  0.43
N  2.75  -0.53  -0.14
H  0.09  1.09  -0.98
H  0.69  1.74  0.45
H  -0.87  0.59  1.61
H  -2.80  0.23  -0.14
H  -0.70  -1.95  0.03
H  3.57  -1.10  -0.13
H  -1.44  0.10  -1.46

As for the total energy: -7231.0900 eV. As for the total charge: +1. As for the molecular weight: 83.11 Da. Its lowest unoccupied orbital energy is -4.59 eV. Its structure (SMILES) is [NH+]#CC[C@H]1CN1. For the max |F|, the calculation gives 0.0803 hartree/bohr.

natural (NBO) atomic charge list, values in e, 4 entries: -0.674, -0.028, -0.210, 0.712


Entry 2:
The following is a quantum chemistry calculation of the ion C4H7N2 with charge +1 in a non-equilibrium geometry, from OMol25.

Atoms and positions in Å:
C  -2.86  0.45  0.12
C  -0.32  0.34  0.00
C  2.00  -0.08  0.23
C  0.70  -0.59  -0.36
N  -2.65  -0.79  -0.02
N  -1.55  0.13  -0.07
H  -3.62  1.16  0.43
H  0.16  1.28  0.08
H  1.72  0.12  1.30
H  2.84  -0.81  0.03
H  2.40  0.95  -0.07
H  0.79  -0.53  -1.43
H  0.37  -1.61  -0.22

As for the total energy: -7229.8494 eV. As for the total charge: +1. As for the molecular weight: 83.11 Da. Its lowest unoccupied orbital energy is -5.24 eV. Its structure (SMILES) is CC/C=[N+]1C=N/1. For the max |F|, the calculation gives 0.0385 hartree/bohr.

natural (NBO) atomic charge list, values in e, 4 entries: 0.301, 0.236, -0.626, -0.497


Entry 3:
The following is a quantum chemistry calculation of the ion C4H7N2 with charge +1 in a non-equilibrium geometry, from OMol25.

Atoms and positions in Å:
C  -0.74  -0.13  -1.70
C  -0.11  0.45  -0.38
C  0.37  1.79  -0.03
C  0.25  -1.50  1.22
N  -0.63  -1.35  -1.19
N  -0.11  -0.73  0.10
H  -1.35  0.29  -2.49
H  0.95  1.88  0.78
H  -0.50  2.45  0.00
H  0.99  1.97  -0.84
H  1.26  -1.46  1.57
H  -0.02  -2.49  1.01
H  -0.35  -1.18  1.95

As for the total energy: -7230.1982 eV. As for the total charge: +1. As for the molecular weight: 83.11 Da. Its lowest unoccupied orbital energy is -6.25 eV. Its structure (SMILES) is CC1=CN=[N+]1C. For the max |F|, the calculation gives 0.0805 hartree/bohr.

natural (NBO) atomic charge list, values in e, 4 entries: 0.059, 0.468, -0.681, -0.442


Entry 4:
The following is a quantum chemistry calculation of the ion C4H7N2 with charge +1 in a non-equilibrium geometry, from OMol25.

Atoms and positions in Å:
C  0.65  1.54  0.22
C  0.45  -0.81  -0.23
C  1.88  -0.45  -0.12
C  -1.64  0.73  0.04
N  -0.20  0.54  0.02
N  1.91  0.81  0.15
H  0.22  -1.26  -1.20
H  0.03  -1.35  0.62
H  2.80  -0.97  -0.16
H  -1.62  1.83  0.14
H  -2.08  0.35  -0.93
H  -2.34  0.10  0.60
H  2.63  1.48  0.13

As for the total energy: -7231.8298 eV. As for the total charge: +1. As for the molecular weight: 83.11 Da. Its lowest unoccupied orbital energy is -5.81 eV. For the max |F|, the calculation gives 0.0504 hartree/bohr.

natural (NBO) atomic charge list, values in e, 4 entries: 0.244, -0.339, 0.281, -0.448


Entry 5:
The following is a quantum chemistry calculation of a cluster of 2 separate species, C4H7N2 in total in a non-equilibrium geometry, from OMol25.

Atoms and positions in Å:
C  0.62  -2.65  -0.02
C  -0.63  1.12  -1.30
C  -0.72  1.79  0.07
C  -0.66  0.30  0.02
N  1.15  -3.65  0.29
N  0.41  1.04  0.66
H  -1.08  -0.58  0.49
H  -1.39  0.96  -2.13
H  0.37  1.28  -1.65
H  -1.21  2.56  0.63
H  1.43  -4.41  0.87
H  1.34  1.00  0.33
H  0.38  1.24  1.75

As for the total energy: -7230.3761 eV. As for the total charge: +1. As for the molecular weight: 83.11 Da. Its lowest unoccupied orbital energy is -3.36 eV. For the max |F|, the calculation gives 0.0810 hartree/bohr.

natural (NBO) atomic charge list, values in e, 4 entries: 0.236, -0.365, -0.053, -0.029


Entry 6:
The following is a quantum chemistry calculation of a structure of composition C4H7N2 in a non-equilibrium geometry, from OMol25.

Atoms and positions in Å:
C  -1.69  -0.98  0.20
C  -1.90  0.16  -0.40
C  -1.30  1.31  -0.13
C  1.88  -0.02  0.12
N  0.61  -0.75  -0.11
N  -0.39  -0.36  0.57
H  -1.90  -2.02  0.03
H  -0.52  1.60  -0.85
H  -1.78  2.08  0.50
H  2.33  0.28  -0.73
H  1.60  0.77  0.67
H  2.47  -0.53  0.87
H  0.58  -1.54  -0.74

As for the total energy: -7228.6045 eV. As for the total charge: +1. As for the molecular weight: 83.11 Da. Its lowest unoccupied orbital energy is -4.76 eV. For the max |F|, the calculation gives 0.0827 hartree/bohr.

natural (NBO) atomic charge list, values in e, 4 entries: -0.124, 0.144, -0.229, -0.418


Entry 7:
The following is a quantum chemistry calculation of a cluster of 2 separate species, C4H7N2O in total in a non-equilibrium geometry, from OMol25.

Atoms and positions in Å:
C  0.99  0.18  -0.95
C  -0.67  -1.40  0.21
C  0.05  -0.61  1.32
C  0.04  -0.12  -0.07
N  1.06  -0.24  -2.10
N  -1.24  1.74  -0.07
O  -1.91  1.92  1.01
H  1.72  0.80  -0.50
H  -0.13  -2.35  0.10
H  -1.75  -1.42  0.18
H  -0.44  -0.13  2.12
H  1.01  -1.00  1.59
H  1.71  0.19  -2.68
H  -0.44  2.44  -0.16

As for the total energy: -9284.0864 eV. As for the total charge: -1. As for the molecular weight: 99.11 Da. Its lowest unoccupied orbital energy (spin up / spin down) is 4.30 / 4.31 eV. For the max |F|, the calculation gives 0.1035 hartree/bohr.

natural (NBO) atomic charge list, values in e, 4 entries: 0.062, -0.439, -0.436, -0.124


Entry 8:
The following is a quantum chemistry calculation of a cluster of 2 separate species, C4H7N2O in total in a non-equilibrium geometry, from OMol25.

Atoms and positions in Å:
C  -1.81  -1.46  1.49
C  -1.52  -0.44  0.77
C  -1.26  0.65  0.02
C  2.06  -0.83  -0.85
N  -1.90  1.54  -0.64
N  1.53  0.82  0.49
O  1.44  -0.41  0.35
H  -2.03  -2.21  2.13
H  2.05  0.01  -1.59
H  1.38  -1.69  -1.09
H  3.15  -0.99  -0.61
H  -2.89  1.50  -0.82
H  -1.24  2.34  -0.94
H  1.03  1.17  1.30

As for the total energy: -9273.8834 eV. As for the total charge: +1. As for the molecular weight: 99.11 Da. Its lowest unoccupied orbital energy (spin up / spin down) is -5.34 / -6.62 eV. For the max |F|, the calculation gives 0.1644 hartree/bohr.

natural (NBO) atomic charge list, values in e, 4 entries: 0.042, -0.147, 0.266, -0.295


Entry 9:
The following is a quantum chemistry calculation of the ion C4H7N2O with charge +1 in a non-equilibrium geometry, from OMol25.

Atoms and positions in Å:
C  -0.60  -1.20  -0.04
C  0.78  -1.21  -0.09
C  -1.00  0.22  -0.10
C  1.29  0.20  -0.40
N  0.03  0.99  -0.28
N  -2.20  0.53  0.27
O  2.23  0.73  0.36
H  -1.18  -2.03  0.41
H  1.48  -1.95  0.08
H  1.55  0.35  -1.41
H  0.14  1.96  -0.16
H  -2.77  -0.25  0.63
H  -2.76  1.42  0.05
H  3.02  0.25  0.68

As for the total energy: -9281.6687 eV. As for the total charge: +1. As for the molecular weight: 99.11 Da. Its lowest unoccupied orbital energy is -4.47 eV. Its structure (SMILES) is [NH2+]=C1C=C[C@H](O)N1. For the max |F|, the calculation gives 0.0833 hartree/bohr.

natural (NBO) atomic charge list, values in e, 4 entries: -0.279, -0.067, 0.512, 0.228


Entry 10:
The following is a quantum chemistry calculation of the ion C4H7N2O with charge +1 in a non-equilibrium geometry, from OMol25.

Atoms and positions in Å:
C  -1.38  0.73  -0.04
C  -0.38  0.70  -1.19
C  -0.81  -0.39  0.89
C  0.74  -0.65  0.50
N  1.70  -1.36  0.79
N  0.92  0.34  -0.53
O  -2.24  1.48  0.12
H  -0.51  -0.06  -1.92
H  -0.24  1.67  -1.72
H  -1.38  -1.39  0.66
H  -0.98  -0.27  1.93
H  1.60  -1.91  1.65
H  1.69  -0.08  -1.16
H  1.28  1.18  0.01

As for the total energy: -9276.6200 eV. As for the total charge: +1. The spin multiplicity is 3. As for the molecular weight: 99.11 Da. Its lowest unoccupied orbital energy (spin up / spin down) is -3.76 / -7.55 eV. For the max |F|, the calculation gives 0.2375 hartree/bohr.

natural (NBO) atomic charge list, values in e, 4 entries: 0.166, -0.226, -0.496, 0.435


Quick rundown of energy relative to the best compared isomer or geometry (same formula, charge and spin), same order as above: 107.2, 135.8, 127.8, 90.1, 123.7, 164.5, 75.5, 205.4, 25.9, 43.0 kcal per mole